ORCA calculation (ωB97M-V/def2-TZVPD) on an isolated molecule of C4H9NO.

Each line ends with the natural charge from an NBO analysis.
Positions of all 15 atoms, in Å:
1 C -2.163 0.533 0.003  -0.615
2 C -1.210 -0.491 -0.606  -0.230
3 N 0.170 -0.041 -0.575  -0.618
4 C 1.075 -0.555 0.309  0.675
5 C 2.431 0.127 0.323  -0.707
6 O 0.827 -1.508 1.030  -0.630
7 H -3.189 0.151 0.019  0.215
8 H -2.162 1.468 -0.571  0.198
9 H -1.868 0.764 1.031  0.214
10 H -1.233 -1.426 -0.043  0.237
11 H -1.495 -0.717 -1.641  0.188
12 H 0.413 0.790 -1.090  0.388
13 H 2.426 1.112 -0.154  0.205
14 H 3.165 -0.501 -0.189  0.238
15 H 2.756 0.231 1.360  0.241

Cartesian forces (eV/Å) of the 2 atoms listed first:
-0.030 0.045 0.030
-0.115 -0.118 -0.038

Values from the calculation:
- SMILES: CCNC(C)=O
- Lowest unoccupied orbital energy: 0.922 eV
- Calculated total energy: -287.82514 a.u.

ORCA calculation (ωB97M-V/def2-TZVPD) on a cluster of 2 separate species, C4H9NO in total in a non-equilibrium geometry.

Each line ends with the natural charge from an NBO analysis.
Positions of all 15 atoms, in Å:
1 C -2.862 -2.450 1.193  -0.420
2 C -1.825 -1.635 1.636  -0.204
3 C -1.563 -0.558 0.780  -0.314
4 C -0.464 0.303 0.843  0.002
5 N -0.310 1.239 -0.170  -0.800
6 H -3.198 -3.344 1.637  0.183
7 H -3.503 -2.350 0.398  0.183
8 H -0.989 -1.912 2.303  0.212
9 H -2.135 -0.592 -0.105  0.180
10 H -0.101 0.246 1.878  0.214
11 H 0.494 1.858 -0.161  0.384
12 H -0.858 1.274 -0.919  0.380
13 O 6.142 2.750 -3.045  -0.930
14 H 5.803 1.872 -3.113  0.465
15 H 5.369 3.299 -3.156  0.465

Cartesian forces (eV/Å) of the 2 atoms listed first:
2.709 0.327 3.208
-1.631 -2.700 -1.423

Values from the calculation:
- SMILES: C=C/C=C/N.O
- Lowest unoccupied orbital energy: 0.690 eV
- Calculated total energy: -287.70681 a.u.

ORCA calculation (ωB97M-V/def2-TZVPD) on an isolated molecule of C4H9NO in a non-equilibrium geometry.

Each line ends with the natural charge from an NBO analysis.
Positions of all 15 atoms, in Å:
1 C -0.126 1.686 -0.763  -0.632
2 C 0.361 0.242 -1.010  -0.409
3 C 1.020 -0.577 0.266  -0.204
4 N 0.129 -1.095 1.292  -0.644
5 C -1.254 -1.116 1.231  0.556
6 O -2.029 -1.922 1.689  -0.594
7 H -1.245 1.602 -1.064  0.210
8 H -0.021 2.130 0.171  0.215
9 H 0.319 2.498 -1.352  0.213
10 H -0.335 -0.402 -1.632  0.215
11 H 1.155 0.427 -1.610  0.208
12 H 1.455 -1.375 -0.278  0.195
13 H 1.654 0.047 0.856  0.199
14 H 0.527 -1.837 1.856  0.392
15 H -1.610 -0.308 0.349  0.080

Cartesian forces (eV/Å) of the 2 atoms listed first:
-3.131 -0.792 -2.239
-0.875 -0.610 2.878

Values from the calculation:
- SMILES: CCCNC=O
- Lowest unoccupied orbital energy: 0.933 eV
- Calculated total energy: -287.75014 a.u.

ORCA calculation (ωB97M-V/def2-TZVPD) on a cluster of 2 separate species, C4H9NO in total in a non-equilibrium geometry.

Each line ends with the natural charge from an NBO analysis.
Positions of all 15 atoms, in Å:
1 C 1.947 -1.463 -0.430  -0.624
2 C 1.164 -0.517 0.645  -0.448
3 C -0.141 0.070 0.268  0.186
4 C -1.534 -0.649 0.244  -0.638
5 H 1.475 -2.364 -0.554  0.216
6 H 2.867 -2.103 0.043  0.213
7 H 2.432 -0.814 -1.256  0.237
8 H 1.636 0.440 1.054  0.255
9 H 0.867 -1.208 1.459  0.200
10 H -2.514 0.157 0.530  0.173
11 H -1.482 -1.342 -0.856  0.295
12 H -1.376 -1.489 1.248  0.226
13 H -2.217 1.329 0.409  0.345
14 N -0.045 1.228 -0.129  -0.125
15 O -1.249 1.768 -0.693  -0.511

Cartesian forces (eV/Å) of the 2 atoms listed first:
3.763 2.825 2.268
0.586 -1.369 1.102

Values from the calculation:
- Lowest unoccupied orbital energy: -0.579 eV
- Calculated total energy: -287.50916 a.u.

ORCA calculation (ωB97M-V/def2-TZVPD) on an isolated molecule of C4H9NO.

Each line ends with the natural charge from an NBO analysis.
Positions of all 15 atoms, in Å:
1 C 2.382 -0.301 0.234  -0.601
2 C 1.168 0.543 -0.131  -0.495
3 C -0.136 -0.139 0.267  0.676
4 O -0.185 -1.018 1.112  -0.631
5 N -1.243 0.323 -0.383  -0.617
6 C -2.568 -0.187 -0.111  -0.424
7 H 2.384 -1.243 -0.322  0.211
8 H 3.310 0.234 0.010  0.206
9 H 2.362 -0.549 1.297  0.228
10 H 1.208 1.509 0.391  0.224
11 H 1.156 0.771 -1.205  0.206
12 H -1.131 1.055 -1.067  0.389
13 H -3.039 -0.568 -1.025  0.194
14 H -2.454 -1.005 0.602  0.242
15 H -3.215 0.578 0.331  0.192

Cartesian forces (eV/Å) of the 2 atoms listed first:
0.055 -0.052 0.020
0.035 0.029 -0.013

Values from the calculation:
- SMILES: CCC(=O)NC
- Lowest unoccupied orbital energy: 0.901 eV
- Calculated total energy: -287.82260 a.u.

ORCA calculation (ωB97M-V/def2-TZVPD) on an isolated molecule of C4H9NO in a non-equilibrium geometry.

Each line ends with the natural charge from an NBO analysis.
Positions of all 15 atoms, in Å:
1 C -2.277 -0.243 -0.574  -0.612
2 C -1.307 -0.270 0.695  -0.441
3 C 0.098 0.039 0.285  0.187
4 C 0.437 1.502 -0.009  -0.729
5 N 0.986 -0.895 0.104  -0.105
6 O 2.245 -0.555 -0.301  -0.527
7 H -2.231 0.722 -1.204  0.202
8 H -3.348 -0.432 -0.346  0.218
9 H -1.973 -1.054 -1.292  0.218
10 H -1.346 -1.285 1.070  0.234
11 H -1.632 0.453 1.502  0.214
12 H 1.015 1.982 0.813  0.232
13 H 1.111 1.547 -0.960  0.226
14 H -0.500 2.103 -0.194  0.244
15 H 2.339 0.497 -0.090  0.440

Cartesian forces (eV/Å) of the 2 atoms listed first:
0.418 0.482 -0.894
-1.028 0.229 -0.778

Values from the calculation:
- SMILES: CC/C(C)=N/O
- Lowest unoccupied orbital energy: 0.828 eV
- Calculated total energy: -287.71856 a.u.

ORCA calculation (ωB97M-V/def2-TZVPD) on an isolated molecule of C4H9NO.

Each line ends with the natural charge from an NBO analysis.
Positions of all 15 atoms, in Å:
1 C -1.923 -0.018 0.197  -0.410
2 N -0.691 -0.200 -0.527  -0.420
3 C 0.345 -1.060 0.049  -0.243
4 C 1.399 -0.045 -0.434  0.093
5 O 2.480 0.256 0.397  -0.696
6 C 0.221 0.944 -0.540  -0.243
7 H -2.330 -0.993 0.482  0.202
8 H -1.770 0.584 1.110  0.159
9 H -2.661 0.497 -0.426  0.202
10 H 0.372 -2.083 -0.337  0.199
11 H 0.320 -1.093 1.153  0.157
12 H 1.817 -0.304 -1.409  0.185
13 H 2.142 0.358 1.294  0.462
14 H 0.135 1.533 0.389  0.156
15 H 0.143 1.624 -1.397  0.197

Cartesian forces (eV/Å) of the 2 atoms listed first:
-0.166 -0.083 0.033
-0.197 0.049 -0.166

Values from the calculation:
- SMILES: CN1CC(O)C1
- Lowest unoccupied orbital energy: 0.974 eV
- Calculated total energy: -287.75426 a.u.

ORCA calculation (ωB97M-V/def2-TZVPD) on a cluster of 2 separate species, C4H9NO in total.

Each line ends with the natural charge from an NBO analysis.
Positions of all 15 atoms, in Å:
1 C -0.934 0.111 -1.311  -0.275
2 C -0.427 -0.794 1.566  -0.650
3 C 0.230 -0.500 -0.900  0.156
4 N -0.024 1.741 0.197  -0.871
5 C 0.541 -0.592 0.451  -0.053
6 O 1.225 -0.614 -1.861  -0.693
7 H 1.972 -1.098 -1.493  0.475
8 H 0.727 1.802 -0.496  0.312
9 H -0.042 2.705 0.577  0.307
10 H -1.050 0.397 -2.348  0.212
11 H -1.791 0.178 -0.669  0.215
12 H 1.585 -0.773 0.699  0.193
13 H -1.405 -0.375 1.341  0.225
14 H -0.545 -1.866 1.770  0.218
15 H -0.062 -0.322 2.477  0.226

Cartesian forces (eV/Å) of the 2 atoms listed first:
0.142 -0.293 -0.061
-0.038 0.020 -0.014

Values from the calculation:
- Lowest unoccupied orbital energy (spin up / spin down): -0.126 / -0.089 eV
- Calculated total energy: -287.64818 a.u.

ORCA calculation (ωB97M-V/def2-TZVPD) on a cluster of 2 separate species, C4H9NO in total.

Each line ends with the natural charge from an NBO analysis.
Positions of all 15 atoms, in Å:
1 C 1.655 -0.457 -0.667  -0.692
2 C 0.425 0.329 -0.960  -0.004
3 C -0.135 0.446 1.511  -0.717
4 C -1.340 0.536 0.804  0.578
5 O -2.196 1.410 0.755  -0.638
6 N -1.440 -0.527 -0.228  -0.818
7 H 2.269 -0.478 -1.581  0.233
8 H 1.422 -1.501 -0.432  0.231
9 H 2.219 -0.029 0.163  0.237
10 H 0.429 1.391 -0.754  0.222
11 H -0.058 0.072 -1.896  0.187
12 H 0.342 -0.521 1.642  0.186
13 H 0.078 1.208 2.254  0.216
14 H -2.304 -0.407 -0.750  0.397
15 H -1.367 -1.471 0.138  0.384

Cartesian forces (eV/Å) of the 2 atoms listed first:
-0.061 0.022 0.082
0.134 -0.023 -0.219

Values from the calculation:
- Lowest unoccupied orbital energy (spin up / spin down): -0.533 / -0.472 eV
- Calculated total energy: -287.65470 a.u.

ORCA calculation (ωB97M-V/def2-TZVPD) on an isolated molecule of C4H9NO.

Each line ends with the natural charge from an NBO analysis.
Positions of all 15 atoms, in Å:
1 C -1.692 -0.642 -0.805  -0.613
2 C -0.439 -0.738 0.065  -0.238
3 N 0.274 0.525 0.282  -0.459
4 C 1.471 0.570 -0.557  -0.411
5 C 0.454 0.919 1.598  0.543
6 O 0.108 0.292 2.575  -0.584
7 H -1.883 -1.627 -1.246  0.211
8 H -1.576 0.073 -1.626  0.208
9 H -2.583 -0.360 -0.236  0.213
10 H 0.266 -1.415 -0.425  0.181
11 H -0.669 -1.164 1.041  0.235
12 H 1.176 0.423 -1.598  0.206
13 H 2.124 -0.267 -0.272  0.183
14 H 2.051 1.495 -0.488  0.212
15 H 0.918 1.917 1.691  0.114

Cartesian forces (eV/Å) of the 2 atoms listed first:
-0.052 0.017 -0.028
-0.006 -0.292 0.024

Values from the calculation:
- SMILES: CCN(C)C=O
- Lowest unoccupied orbital energy: 0.911 eV
- Calculated total energy: -287.79287 a.u.

Q: Which of these has the lowest calculated total energy?
A: number 1